{"formula": "C4H9NOS", "method": "wB97M-V/def2-TZVPD", "charge": -2, "smiles": "[O-]CNCCC[S-]", "relative_energy_ev": 0.371, "e_lumo_ev": 5.94, "orbital_gap_ev": 5.83, "symbols": ["O", "C", "N", "C", "C", "C", "S", "H", "H", "H", "H", "H", "H", "H", "H", "H"], "xyz": [[2.19678, -0.85591, 3.43119], [2.01289, -1.02035, 2.13403], [0.68642, -0.48384, 1.63040], [0.55574, -0.53527, 0.17922], [-0.81137, 0.05786, -0.34723], [-0.60223, 0.84394, -1.66031], [-2.15723, 1.00266, -2.63078], [2.82156, -0.51521, 1.52091], [2.02333, -2.11857, 1.81558], [0.69033, 0.49258, 1.87586], [0.60503, -1.53383, -0.24974], [1.35922, 0.01124, -0.35952], [-1.17161, 0.70027, 0.46333], [-1.50227, -0.78177, -0.31972], [0.07607, 0.26654, -2.28414], [-0.34531, 1.85740, -1.36764]], "nbo_charge": [-0.96, 0.16, -0.67, -0.22, -0.40, -0.53, -0.79, 0.02, 0.04, 0.33, 0.16, 0.13, 0.18, 0.19, 0.18, 0.18]}